# C48H124N4O16

12 unconnected molecules or ions with the total composition C48H124N4O16 (ωB97M-V with the def2-TZVPD basis set, the OMol25 dataset).

Output
HOMO = -8.549 eV
LUMO = 0.22 eV
Multiplicity = 1
Maximum force = 0.0863 Eh/bohr
Energy = -3325.654683 hartree
SMILES = COCCNCCOC.COCCNCCOC.COCCNCCOC.COCCNCCOC.CC(C)O.CC(C)O.CC(C)O.CC(C)O.CC(C)O.CC(C)O.CC(C)O.CC(C)O
Frontier orbital gap = 8.7732 eV

Element x y z (Å)
C: -4.03437 -0.47700 1.11340
O: -3.87305 -1.08415 -0.16898
C: -5.02995 -1.07533 -1.04861
C: -4.52954 -0.40131 -2.43873
N: -5.64094 -0.23034 -3.39530
C: -6.68838 0.67056 -2.90606
C: -6.20425 2.09773 -2.37876
O: -7.39802 2.81340 -2.11194
C: -7.09288 4.22612 -1.92563
H: -4.94512 -0.92456 1.51131
H: -4.23293 0.58399 0.96176
H: -3.21253 -0.73116 1.78279
H: -5.84001 -0.46622 -0.64749
H: -5.54006 -2.03328 -1.14968
H: -3.72650 -0.96751 -2.91058
H: -4.04304 0.57407 -2.43202
H: -6.16724 -1.08419 -3.51376
H: -7.24765 0.15712 -2.12395
H: -7.44247 0.71974 -3.69157
H: -5.57660 2.51821 -3.16447
H: -5.55587 1.93316 -1.51817
H: -6.67224 4.54465 -2.87941
H: -6.31799 4.39728 -1.17840
H: -8.06256 4.71686 -1.84197
C: 0.15849 -3.91222 5.70043
O: -0.41339 -5.01215 4.95274
C: -1.42250 -4.61803 3.92712
C: -2.13993 -5.86134 3.33547
N: -3.33416 -5.46405 2.56282
C: -2.88629 -5.18472 1.17984
C: -4.01029 -4.64843 0.26772
O: -4.52956 -5.89560 -0.26171
C: -5.79158 -5.78944 -0.87962
H: 0.88844 -4.27796 6.42258
H: -0.69303 -3.56693 6.28675
H: 0.65602 -3.11475 5.14853
H: -0.93216 -3.99371 3.18020
H: -2.14195 -3.99062 4.45332
H: -2.48255 -6.46922 4.17285
H: -1.50060 -6.47053 2.69654
H: -4.03439 -6.18856 2.63254
H: -2.28551 -6.01352 0.80535
H: -2.23033 -4.31537 1.22480
H: -3.59010 -4.04733 -0.53864
H: -4.88788 -4.18029 0.71355
H: -6.55545 -5.17583 -0.40205
H: -6.31255 -6.70884 -1.14683
H: -5.61027 -5.30458 -1.83886
C: -0.80766 3.13660 -3.55358
O: -0.98091 2.90895 -2.17976
C: -0.12163 3.70411 -1.31704
C: -0.61827 3.56143 0.15656
N: -0.71427 2.18362 0.69995
C: 0.66390 1.57949 1.01205
C: 0.48202 0.13536 1.59385
O: 0.57925 -0.86035 0.61013
C: 0.11495 -2.17807 0.97546
H: -1.57645 2.66822 -4.16814
H: 0.16072 2.69450 -3.78785
H: -0.71917 4.16193 -3.91267
H: -0.11910 4.76861 -1.55140
H: 0.88108 3.27705 -1.33429
H: -1.59671 4.03903 0.20816
H: 0.06427 4.11528 0.80114
H: -1.28498 1.57058 0.13552
H: 1.22054 2.21691 1.69902
H: 1.17524 1.65413 0.05233
H: -0.46049 0.01224 2.12735
H: 1.20858 -0.08144 2.37693
H: -0.91066 -2.26257 1.33476
H: 0.68494 -2.76977 1.69176
H: 0.11168 -2.71911 0.02923
C: 3.42646 -3.16930 3.48927
O: 4.34137 -4.09595 4.12627
C: 3.86180 -5.44172 4.39940
C: 5.07606 -6.41194 4.57458
N: 5.89144 -6.49766 3.30099
C: 7.15232 -7.18604 3.29132
C: 7.97883 -6.68500 2.07390
O: 7.39724 -7.12598 0.82354
C: 7.60851 -6.25321 -0.25407
H: 4.01967 -2.26705 3.34042
H: 2.62287 -2.91331 4.17978
H: 3.02914 -3.49920 2.52937
H: 3.28072 -5.82021 3.55845
H: 3.15057 -5.50970 5.22259
H: 4.59931 -7.37476 4.75841
H: 5.61715 -6.02461 5.43788
H: 5.85118 -5.59836 2.84301
H: 6.79979 -8.21029 3.16986
H: 7.66729 -6.98263 4.23021
H: 9.02869 -6.95838 1.96829
H: 8.09852 -5.61160 2.22076
H: 7.01700 -6.59932 -1.10166
H: 8.68084 -6.22975 -0.44817
H: 7.27620 -5.23538 -0.04985
C: 2.13683 6.19870 -3.48764
C: 3.37103 5.52920 -2.93181
C: 4.70674 6.01942 -3.45963
O: 3.55568 5.51034 -1.54956
H: 2.28041 7.25768 -3.70221
H: 1.28668 6.21435 -2.80566
H: 1.63989 5.57628 -4.23179
H: 3.30432 4.45919 -3.12861
H: 4.64047 7.10216 -3.56631
H: 4.77727 5.47511 -4.40136
H: 5.59269 5.64233 -2.94876
H: 4.39867 5.09752 -1.34820
C: 2.10515 -7.52772 0.96658
C: 2.36533 -6.30637 0.09496
C: 1.01104 -5.71194 -0.32751
O: 3.05846 -5.39712 0.86097
H: 3.05816 -7.82087 1.40697
H: 1.63015 -8.36675 0.45814
H: 1.44453 -7.24984 1.78784
H: 2.99956 -6.46590 -0.77705
H: 0.40822 -5.27987 0.47126
H: 0.36331 -6.45250 -0.79668
H: 1.03795 -4.91983 -1.07579
H: 3.67903 -5.96311 1.32590
C: 0.80996 1.00230 4.77654
C: 0.92988 1.53087 6.08322
C: 1.93580 2.62183 6.28626
O: -0.33224 1.92214 6.63393
H: 0.06002 0.22333 4.63902
H: 1.77843 0.52570 4.62486
H: 0.65779 1.73864 3.98740
H: 1.23190 0.65675 6.66011
H: 2.21124 2.88725 7.30694
H: 1.52246 3.54378 5.87727
H: 2.89316 2.46663 5.78880
H: -0.89267 2.27141 5.93713
C: 3.90624 6.61025 2.11533
C: 3.10886 5.37525 1.83689
C: 2.40671 4.78148 3.08788
O: 2.13576 5.72433 0.87728
H: 4.43031 6.85000 1.19014
H: 4.70335 6.24560 2.76321
H: 3.32967 7.46532 2.46820
H: 3.65156 4.53731 1.39934
H: 2.95734 4.90338 4.02064
H: 2.23849 3.72307 2.88894
H: 1.46373 5.29730 3.26907
H: 2.58836 5.82444 0.03660
C: 4.63144 -2.09944 0.25072
C: 3.49719 -2.65272 -0.61147
C: 2.98423 -1.64698 -1.65125
O: 3.99061 -3.75776 -1.31471
H: 5.47661 -1.85386 -0.39231
H: 4.92113 -2.87518 0.95952
H: 4.30488 -1.23824 0.83365
H: 2.73737 -3.01802 0.07941
H: 3.88151 -1.30140 -2.16465
H: 2.40393 -0.87314 -1.14875
H: 2.46605 -2.18232 -2.44686
H: 3.63659 -4.54346 -0.89167
C: -4.30676 3.27209 2.77283
C: -2.83848 3.20037 3.23795
C: -2.79876 3.33681 4.81255
O: -2.16460 1.91819 2.95960
H: -4.28558 3.29216 1.68322
H: -4.87407 4.10787 3.18235
H: -4.84211 2.36036 3.03786
H: -2.22564 3.91135 2.68383
H: -3.48449 4.06818 5.24032
H: -1.79675 3.63812 5.11797
H: -2.94879 2.43353 5.40390
H: -1.74918 2.02323 2.10054
C: -2.95668 3.14022 -8.17111
C: -2.48440 2.03827 -7.15687
C: -3.63359 1.92699 -6.15446
O: -2.45654 0.85235 -7.95711
H: -2.86800 4.11879 -7.69928
H: -4.01592 3.07712 -8.42039
H: -2.50567 3.09118 -9.16222
H: -1.46605 2.34298 -6.91555
H: -3.49033 1.21796 -5.33908
H: -4.64827 1.72216 -6.49592
H: -3.69316 2.88766 -5.64292
H: -1.90500 0.29226 -7.40601
C: -0.98352 5.91185 -6.67255
C: -1.69686 6.71543 -7.78054
C: -2.87537 7.47217 -7.32181
O: -0.77641 7.61856 -8.17589
H: -0.81161 6.41874 -5.72303
H: 0.06359 5.69492 -6.88377
H: -1.43600 4.97268 -6.35423
H: -2.04006 6.21600 -8.68656
H: -2.69101 8.00248 -6.38754
H: -3.74634 6.84966 -7.11686
H: -3.18274 8.26551 -8.00316
H: -0.64819 8.19624 -7.41996